Entry 1:
ORCA calculation (ωB97M-V/def2-TZVPD) on an isolated ion of composition C6H11BrN4O and charge +2 in a non-equilibrium geometry.

- Total charge: +2
- Spin multiplicity: 1
- Structure (SMILES): [H]/N=N/C1=[N+](C)C[NH2+][C@@H]1C(=C)OBr
- Frontier orbital gap: 8.17 eV
- Relative energy (zero: lowest compared OMol25 entry of this formula, charge and spin): 114.0 kJ/mol

XYZ file:
```
23
Properties=species:S:1:pos:R:3:forces:R:3:nbo_charge:R:1
C 1.1496 -0.8196 1.4062 -0.1 0.0 0.0 0.265
C 0.2384 0.3636 -0.7422 -0.2 -3.1 0.8 0.473
C 2.4303 -1.1720 1.5554 -2.3 0.5 1.2 -0.403
C -1.9208 -0.2026 -0.0191 -1.3 1.8 -0.7 -0.047
C 0.3670 -1.0344 0.0691 2.3 1.9 1.1 -0.132
C -1.4305 1.9457 -1.4614 1.2 2.4 -2.9 -0.470
N 1.1323 0.6784 -1.6516 0.1 0.0 -1.3 -0.088
N -0.9972 0.7850 -0.7576 -0.7 -2.2 1.5 -0.306
N -1.0558 -1.3560 0.4131 -1.2 -0.4 -0.5 -0.531
N 2.1333 1.3241 -1.8191 0.7 1.1 -0.8 -0.081
O 0.2211 -0.2856 2.2725 0.6 0.2 1.4 -0.656
Br 0.5725 -0.0356 4.1679 0.0 -0.4 -1.9 0.455
H 2.9025 -1.2217 2.4971 0.2 0.7 1.2 0.260
H 3.0403 -1.6171 0.8557 0.7 -0.8 -2.1 0.237
H -2.3832 0.2897 0.8961 0.7 -0.6 -1.2 0.270
H -2.7466 -0.5414 -0.7210 1.1 0.4 0.8 0.269
H 1.0495 -1.8068 -0.3544 -1.5 0.3 -0.7 0.319
H -2.3901 1.9524 -1.9776 -0.2 -1.0 0.4 0.275
H -1.4357 2.8292 -0.8407 0.1 0.1 0.5 0.261
H -0.6782 2.2180 -2.3607 -1.4 -0.9 2.1 0.253
H -1.2456 -1.4286 1.4404 1.0 0.0 -0.5 0.499
H -1.4121 -2.2388 -0.0039 0.5 0.5 0.0 0.478
H 2.4588 1.3739 -2.8640 -0.7 -0.8 1.8 0.401
```
Forces are in eV/Å.

=====

Entry 2:
ORCA calculation (ωB97M-V/def2-TZVPD) on an isolated ion of composition C6H11Cl2N2 and charge +1 in a non-equilibrium geometry.

- Total charge: +1
- Spin multiplicity: 1
- Structure (SMILES): C=[N+](C)/C(Cl)=C(/Cl)N(C)C
- Frontier orbital gap: 9.16 eV
- Relative energy (zero: lowest compared OMol25 entry of this formula, charge and spin): 201.1 kJ/mol

XYZ file:
```
21
Properties=species:S:1:pos:R:3:forces:R:3:nbo_charge:R:1
C 0.7827 -0.6904 1.2964 -1.4 -2.4 -2.0 0.070
C 0.1613 -1.2672 0.2088 0.5 0.1 0.6 0.080
C 1.0128 1.0024 -0.0843 1.4 0.6 -0.4 0.086
C 0.2062 1.3919 2.2999 0.6 1.6 0.9 -0.451
C -1.6683 -0.2499 -0.9093 -1.0 2.8 1.5 -0.422
C 0.3269 -0.6725 -2.1732 1.8 -0.5 -5.2 -0.481
N 0.9552 0.6819 1.2138 -0.8 -0.3 -0.2 -0.385
N -0.2264 -0.4236 -0.8997 0.9 0.6 1.7 -0.377
Cl 0.8969 -1.6170 2.6978 0.7 0.2 0.7 0.142
Cl -0.4726 -2.8698 0.2489 0.3 0.5 -0.3 0.103
H 0.7650 2.0349 -0.2529 -0.6 0.2 -0.6 0.229
H 1.8685 0.6449 -0.7304 -1.2 0.0 1.0 0.235
H 1.0159 2.0796 2.8250 -1.9 -1.9 -0.4 0.257
H -0.6281 2.1064 2.0372 1.0 -0.9 -0.7 0.242
H -0.3078 0.5481 2.8426 1.0 1.5 0.3 0.243
H -2.0109 0.8470 -1.0516 0.9 -1.7 -0.1 0.236
H -2.1725 -0.8642 -1.5887 -0.5 -1.0 -1.2 0.232
H -1.9898 -0.5169 0.0912 -0.4 0.0 0.1 0.226
H 0.0805 0.1182 -2.9417 0.2 0.1 1.4 0.243
H 1.4652 -0.7709 -2.2619 -1.6 0.1 0.8 0.241
H -0.0610 -1.5132 -2.8680 0.2 0.4 2.1 0.251
```
Forces are in eV/Å.

=====

Entry 3:
ORCA calculation (ωB97M-V/def2-TZVPD) on C6H11Cl4HfO2Pm as an isolated structure in a non-equilibrium geometry.

- Total charge: 0
- Spin multiplicity: 5
- Frontier orbital gap (alpha / beta): 5.35 / 5.45 eV

XYZ file:
```
25
Properties=species:S:1:pos:R:3:forces:R:3:lowdin_spin:R:1
Pm 0.6385 1.0259 0.0586 0.7 0.2 -0.5 4.048
Cl 0.8250 -1.5449 0.0626 -0.3 0.3 0.0 -0.012
C 0.5963 1.5505 -2.2190 -0.3 0.2 -0.3 -0.025
H 0.5251 2.6484 -2.3423 0.0 -0.2 0.1 0.000
H -0.2878 1.1214 -2.7274 0.2 0.1 0.1 -0.001
H 1.4834 1.2582 -2.8047 -0.2 -0.1 0.3 -0.002
Hf -2.4386 -2.3650 0.1768 -2.1 0.6 -0.1 0.001
C -1.6788 -3.1077 -1.7357 0.5 -0.4 -0.5 0.000
C -1.5461 -2.5841 2.1619 0.6 -0.3 0.6 0.000
C -4.4594 -1.7643 0.1695 1.6 -0.2 0.0 -0.002
H -1.4742 -1.5766 2.6075 -0.2 0.0 0.1 0.000
H -2.1104 -3.2164 2.8619 0.1 0.2 0.0 0.000
H -0.5050 -2.9353 2.1333 -0.2 -0.1 0.1 0.000
H -1.6536 -2.2587 -2.4410 -0.1 -0.1 0.0 0.000
H -0.6383 -3.4578 -1.6830 -0.2 -0.1 0.0 0.000
H -2.2900 -3.8992 -2.1955 0.1 0.2 0.0 0.000
H -5.0857 -1.7262 -0.7441 0.2 0.0 0.5 0.000
H -5.0144 -1.4745 1.0839 0.1 -0.1 -0.5 0.000
Cl 5.6146 3.2311 1.3887 -0.3 0.2 -0.1 0.000
C 3.9629 3.8755 1.3913 -1.0 -1.0 -0.5 -0.001
Cl 3.3393 3.9711 3.0513 0.3 0.2 -0.2 0.000
Cl 3.8706 5.4665 0.6135 0.1 -0.3 0.1 0.000
C 3.0281 2.8452 0.5458 0.1 0.0 -0.4 0.000
O 3.2395 2.6235 -0.6462 -0.2 0.3 1.6 0.001
O 2.0593 2.2934 1.2322 0.6 0.3 -0.4 -0.007
```
Forces are in eV/Å.

=====

Entry 4:
ORCA calculation (ωB97M-V/def2-TZVPD) on a 2-piece molecular cluster, C6H11ClN3OS overall in a non-equilibrium geometry.

- Total charge: +1
- Spin multiplicity: 1
- Frontier orbital gap: 8.38 eV
- Relative energy (zero: lowest compared OMol25 entry of this formula, charge and spin): 76.1 kJ/mol

XYZ file:
```
23
Properties=species:S:1:pos:R:3:forces:R:3:nbo_charge:R:1
C 5.2980 0.7408 -0.5699 -2.6 -1.4 0.7 -0.178
C 4.2799 1.3885 0.0260 2.0 1.0 0.6 -0.308
C -3.7363 -0.7462 0.1436 -0.5 -1.2 -0.4 0.661
C 2.9480 0.9807 -0.1407 -1.2 -0.1 1.6 -0.205
C -1.3746 -0.9735 -0.0210 -1.3 1.5 1.6 0.356
C -4.7708 0.3388 0.1161 -4.8 -0.4 -0.3 -0.532
N -0.1762 -0.5576 0.0965 1.7 1.9 -0.3 -0.337
N -2.5240 -0.1823 -0.0804 2.6 -1.4 0.2 -0.627
N 0.9561 -1.4010 -0.1574 -0.1 -1.7 2.1 -0.633
O -3.8958 -1.9307 0.3007 -0.6 0.6 0.2 -0.526
S 1.6744 1.6020 0.7028 0.7 0.8 -0.2 0.052
Cl -4.3622 1.9955 -0.4269 0.2 -0.4 -0.3 0.011
H 6.3187 0.9122 -0.5045 1.6 0.8 0.3 0.220
H 5.0080 -0.2415 -0.9013 0.2 -0.1 -1.2 0.189
H 4.5141 2.1386 0.7781 -0.3 0.5 -0.5 0.237
H 2.7556 0.0765 -0.6536 0.0 -0.6 -1.1 0.219
H -1.5103 -1.9946 0.2843 -0.7 -0.7 -1.0 0.243
H -5.7700 -0.0242 -0.4416 2.6 0.7 0.8 0.293
H -5.1899 0.5430 1.1071 0.4 -0.5 0.1 0.276
H 0.2682 0.4991 0.2314 -0.6 -1.2 -0.3 0.379
H -2.7210 0.8044 -0.1045 1.9 1.0 -0.4 0.434
H 0.5004 -2.2335 -0.5526 0.9 0.0 0.1 0.375
H 1.5097 -1.7348 0.7678 -2.0 1.3 -2.4 0.400
```
Forces are in eV/Å.

=====

Entry 5:
ORCA calculation (ωB97M-V/def2-TZVPD) on C6H11CuF6N5O12S6 as an isolated structure in a non-equilibrium geometry.

- Total charge: -1
- Spin multiplicity: 1
- Frontier orbital gap: 8.13 eV

XYZ file:
```
47
Properties=species:S:1:pos:R:3:forces:R:3:nbo_charge:R:1
Cu -1.1154 -0.4458 2.0708 0.0 -0.5 0.3 0.899
C 3.9743 2.2556 -3.6597 0.7 0.0 0.0 -0.619
C 3.6895 0.7628 -3.5571 -0.3 0.6 -0.1 -0.204
N 2.4146 0.5502 -2.8669 0.4 0.1 -0.1 -0.292
C 2.2673 0.1493 -1.5658 0.2 -0.6 0.0 -0.036
C 0.9403 0.0452 -1.3201 0.2 0.1 0.0 -0.008
N 0.3050 0.4552 -2.4642 -0.3 -0.1 -0.1 -0.258
C 1.2086 0.7542 -3.3823 -0.1 0.0 0.1 0.229
C -1.1290 0.5033 -2.7042 -0.8 -0.3 0.6 -0.433
H 4.0319 2.7212 -2.6759 -0.5 0.0 0.0 0.234
H 3.2398 2.7311 -4.3068 -0.1 0.2 0.2 0.211
H 4.9631 2.4556 -4.0794 -0.1 -0.3 -0.3 0.222
H 4.4680 0.2471 -3.0029 -0.1 -0.1 0.0 0.224
H 3.5901 0.3291 -4.5506 0.2 -0.2 0.0 0.211
H 3.1278 -0.1067 -0.9749 -0.1 0.0 0.2 0.245
H 0.4343 -0.2609 -0.4215 -0.1 0.0 -0.2 0.286
H 0.9614 1.1352 -4.3566 0.2 -0.1 -0.1 0.226
H -1.3485 1.0205 -3.6325 0.2 0.1 0.0 0.207
H -1.6326 0.9976 -1.8759 0.3 0.3 -0.2 0.271
H -1.5436 -0.4998 -2.7093 0.3 -0.2 -0.3 0.251
N -1.8605 -1.1124 3.9395 -1.1 1.0 1.1 -1.288
S -2.8037 -0.0436 4.7915 0.9 1.9 -2.0 2.478
O -2.3409 0.3347 6.0732 0.1 -0.3 0.4 -0.888
O -4.1854 -0.1830 4.5135 -0.4 -0.4 0.3 -0.901
F -2.3657 1.1820 3.8599 0.0 0.0 0.2 -0.514
S -2.1888 -2.5018 4.6383 1.4 -3.0 -0.2 2.492
O -3.3757 -3.1665 4.2176 0.0 0.4 -0.2 -0.906
O -1.8477 -2.5469 6.0187 -0.3 0.5 0.4 -0.924
F -1.0053 -3.3369 3.9799 -0.3 0.4 -0.3 -0.502
N -0.3784 1.4359 1.0871 -1.3 1.7 -0.3 -1.244
S -1.7527 2.2885 0.7762 -2.1 -2.1 0.1 2.466
O -1.9154 2.6641 -0.5866 0.4 0.1 -0.4 -0.930
O -2.2601 3.1483 1.7681 0.5 0.7 0.6 -0.868
F -2.6834 0.9846 0.9420 0.1 0.2 -0.3 -0.516
S 0.7205 2.5980 1.0400 3.2 -0.8 1.4 2.478
O 0.6762 3.5289 2.1089 -0.5 0.4 -0.2 -0.890
O 1.0719 3.0302 -0.2714 -0.3 0.1 -0.3 -0.931
F 1.9588 1.6746 1.4798 -0.4 -0.1 -0.4 -0.515
N -0.8389 -2.1116 0.7135 -0.1 -0.7 -1.5 -1.286
S 0.2711 -3.2363 0.9234 2.6 0.3 0.9 2.495
O 1.2242 -3.3284 -0.1350 -0.1 0.0 -0.7 -0.947
O -0.1680 -4.4411 1.5069 -0.4 -0.3 0.4 -0.882
F 1.1166 -2.4258 2.0061 -0.6 -0.2 0.3 -0.503
S -1.6868 -2.6245 -0.5925 -1.7 1.9 0.9 2.496
O -2.5811 -3.6667 -0.3025 -0.4 -1.1 0.2 -0.891
O -1.0416 -2.6194 -1.8558 0.8 0.3 -0.3 -0.930
F -2.6059 -1.3252 -0.6048 0.1 0.0 -0.3 -0.510
```
Forces are in eV/Å.

=====

Entry 6:
ORCA calculation (ωB97M-V/def2-TZVPD) on a 2-piece molecular cluster, C6H11F2I overall in a non-equilibrium geometry.

- Total charge: 0
- Spin multiplicity: 1
- Structure (SMILES): C=C(I)CC.CC(F)F
- Frontier orbital gap: 9.61 eV
- Relative energy (zero: lowest compared OMol25 entry of this formula, charge and spin): 0.0 kJ/mol

XYZ file:
```
20
Properties=species:S:1:pos:R:3:forces:R:3:nbo_charge:R:1
C -2.1579 0.2269 1.5307 0.4 4.1 -2.1 -0.620
C 1.3885 0.2678 1.2890 -3.2 1.0 1.3 -0.438
C 1.5855 -0.1885 -3.0799 -1.3 -3.2 2.0 -0.658
C -0.9570 0.3637 2.5447 0.1 -0.2 -3.0 -0.486
C 0.2428 -0.2068 1.7974 0.8 -1.2 1.4 -0.031
C 0.2906 -0.1626 -2.2171 3.0 -1.7 0.7 0.564
F 0.2506 0.9966 -1.4994 -0.1 -0.2 0.2 -0.355
F -0.8384 -0.2053 -2.9396 -0.2 -0.4 -0.1 -0.336
I 0.0560 -2.3724 1.9316 0.3 0.4 -0.4 0.039
H -3.0032 0.7042 2.0259 -0.5 -0.6 -0.1 0.214
H -2.0251 0.9247 0.5691 0.1 -1.1 2.0 0.208
H -2.3735 -0.6977 1.0095 0.1 -0.6 1.0 0.235
H 0.5111 -1.0833 -1.5633 -1.8 1.3 -0.1 0.123
H 2.0510 -0.3477 0.8364 1.9 -2.1 -1.2 0.202
H 1.6405 1.2999 1.1849 -0.3 0.8 0.3 0.214
H 2.4608 -0.2127 -2.3235 -1.3 -0.1 -1.7 0.224
H 1.4333 -1.1530 -3.7244 0.9 1.9 1.0 0.225
H 1.4738 0.6884 -3.5876 0.7 2.3 -2.1 0.214
H -1.3701 -0.2076 3.3457 0.9 -0.5 1.0 0.233
H -0.6595 1.3654 2.8700 -0.7 0.1 -0.2 0.227
```
Forces are in eV/Å.

=====

Question: The lowest total charge belongs to which entry?
Answer: C6H11CuF6N5O12S6

=====

Question: What is the total charge in the sixth record?
Answer: 0